--- i ---
{
  "formula": "C4H13N2O2",
  "method": "ωB97M-V/def2-TZVPD",
  "lumo_ev": -2.95,
  "total_charge": 1,
  "e_homo_ha": -0.5230,
  "symbols": ["O", "C", "N", "C", "N", "C", "C", "H", "H", "H", "H", "H", "H", "H", "H", "H", "H", "H", "H", "H", "O"],
  "xyz": [[-2.4793, -0.1343, 0.0756], [-1.8580, -0.5029, -0.9321], [-2.5802, -0.9508, -2.1150], [-0.2546, -0.4726, -0.9972], [0.0337, 0.9575, -0.3346], [1.5654, 0.9173, 0.1639], [0.3472, -1.3597, 0.0137], [-3.5208, -0.4205, -2.1826], [-2.0424, -1.0350, -2.9651], [0.0414, -0.3258, -2.0850], [-0.0151, 1.6502, -1.0088], [-0.5422, 1.0183, 0.4898], [2.2481, 1.0133, -0.7151], [1.9099, 1.8122, 0.7415], [1.6346, 0.0527, 0.8636], [0.0057, -2.4355, 0.0169], [1.4857, -1.3954, -0.0377], [-0.1196, -0.9526, 0.9677], [2.0620, 1.2447, 3.3492], [0.8441, 0.4425, 3.7545], [1.2347, 0.8764, 2.9369]],
  "mulliken_charge": [-0.540, 0.460, -0.475, 0.346, -0.311, -0.926, -1.447, 0.311, 0.259, 0.370, 0.302, 0.380, 0.311, 0.299, 0.519, 0.395, 0.314, 0.421, 0.320, 0.309, -0.618]
}

***

--- ii ---
{
  "formula": "C4H13N2O2",
  "method": "ωB97M-V/def2-TZVPD",
  "lumo_ev": -2.72,
  "total_charge": 1,
  "e_homo_ha": -0.5268,
  "symbols": ["C", "C", "C", "C", "N", "N", "O", "O", "H", "H", "H", "H", "H", "H", "H", "H", "H", "H", "H", "H", "H"],
  "xyz": [[1.3205, -0.0392, -1.7460], [1.4247, 1.0894, 0.4186], [-2.5390, 0.8335, 0.6138], [0.5054, -1.2454, 0.1805], [0.4785, -2.4277, -0.3207], [0.9535, -0.1202, -0.3426], [-0.1682, -1.1828, 1.2895], [-1.2456, 1.0307, 1.1615], [2.2885, -0.3134, -2.0921], [0.4269, -0.5729, -2.2449], [1.2964, 1.0464, -2.0156], [2.5174, 1.2564, 0.2741], [0.9882, 1.8792, -0.1312], [0.9251, 1.1051, 1.4271], [-2.9733, 1.8550, 0.5543], [-3.0952, -0.1050, 1.1313], [-2.2253, 0.5236, -0.4317], [0.9549, -2.8108, -1.1434], [-0.0255, -3.1202, 0.1654], [-1.2174, 1.5995, 1.8688], [-0.5904, -0.2814, 1.3832]],
  "mulliken_charge": [-1.090, -0.886, -0.611, 0.816, -0.349, 0.012, -0.562, -0.504, 0.311, 0.448, 0.327, 0.378, 0.408, 0.280, 0.343, 0.232, 0.215, 0.240, 0.247, 0.304, 0.441]
}

***

--- iii ---
{
  "formula": "C4H13N2O2",
  "method": "ωB97M-V/def2-TZVPD",
  "lumo_ev": -2.92,
  "total_charge": 1,
  "e_homo_ha": -0.5018,
  "symbols": ["O", "C", "N", "C", "C", "N", "C", "H", "H", "H", "H", "H", "H", "H", "H", "H", "H", "H", "H", "H", "O"],
  "xyz": [[-1.3874, -0.5869, 1.6605], [-0.2490, -0.1916, 1.5073], [0.7386, -0.2199, 2.4564], [1.8943, 0.6551, 2.4007], [0.2004, 0.0571, 0.0775], [-0.9166, -0.4582, -0.8335], [-0.4494, -1.6088, -1.7236], [0.4271, -0.6349, 3.3211], [1.8943, 1.2414, 3.3563], [2.8397, 0.0952, 2.4149], [1.6900, 1.4140, 1.6479], [0.3883, 1.1221, -0.1855], [1.1220, -0.4074, -0.2974], [-1.1394, 0.2892, -1.5186], [-1.6557, -0.7645, -0.1678], [-1.1777, -1.6151, -2.5325], [-0.5313, -2.5939, -1.1658], [0.5308, -1.4728, -2.2312], [-0.7921, 1.8195, -3.2639], [-2.1388, 2.1608, -2.4727], [-1.2879, 1.6996, -2.4503]],
  "mulliken_charge": [-0.651, 0.775, -0.137, -0.850, -0.937, -0.095, -0.951, 0.295, 0.347, 0.277, 0.314, 0.376, 0.393, 0.372, 0.396, 0.394, 0.331, 0.382, 0.308, 0.303, -0.644]
}

***

Computed relative energies in units of kcal/mol: i 36.0; ii 25.6; iii 0.0

***

--- i ---
{
  "formula": "C3H5NOS",
  "method": "ωB97M-V/def2-TZVPD",
  "lumo_ev": 0.16,
  "total_charge": 0,
  "e_homo_ha": -0.3309,
  "symbols": ["O", "C", "S", "C", "C", "N", "H", "H", "H", "H", "H"],
  "xyz": [[0.7555, -1.2281, -0.6049], [-0.0912, -0.4646, -0.2737], [-1.6987, -0.9054, -0.5813], [0.2097, 0.9486, 0.4817], [1.4379, 0.8274, 1.4181], [1.4691, 1.5417, 0.1482], [-2.2539, 0.5364, -0.9100], [-0.6515, 1.6668, 0.6338], [1.5806, -0.4101, 1.2036], [1.7002, 1.3702, 2.4165], [1.1368, 2.4881, 0.0017]],
  "mulliken_charge": [-0.462, 0.377, -0.265, -0.050, -0.389, -0.485, 0.149, 0.366, 0.215, 0.277, 0.267]
}

***

--- ii ---
{
  "formula": "C3H5NOS",
  "method": "ωB97M-V/def2-TZVPD",
  "lumo_ev": 0.88,
  "total_charge": 0,
  "e_homo_ha": -0.3242,
  "symbols": ["C", "C", "O", "C", "N", "S", "H", "H", "H", "H", "H"],
  "xyz": [[1.7946, 0.3233, 0.4932], [1.1340, -0.6595, -0.1367], [-0.2263, -0.6642, -0.3309], [-0.8200, 0.5909, -0.4490], [-2.0058, 0.9092, -0.1596], [-3.1259, -0.3039, 0.2378], [1.3016, 1.2592, 0.7962], [2.8373, 0.1630, 0.7885], [1.6062, -1.5972, -0.4173], [-0.1636, 1.3771, -0.8763], [-2.3321, -1.3980, 0.0541]],
  "mulliken_charge": [-0.669, -0.012, -0.360, 0.005, -0.372, -0.123, 0.300, 0.236, 0.356, 0.485, 0.153]
}

***

--- iii ---
{
  "formula": "C3H5NOS",
  "method": "ωB97M-V/def2-TZVPD",
  "lumo_ev": [0.11, 0.11],
  "total_charge": 0,
  "e_homo_ha": [-0.2873, -0.2873],
  "symbols": ["C", "C", "C", "N", "O", "S", "H", "H", "H", "H", "H"],
  "xyz": [[-0.3010, 0.3146, -0.3961], [-1.1406, 0.9782, 1.7610], [0.7073, -0.7501, -0.3158], [-0.8846, 0.2133, 0.8639], [0.1688, -1.9993, 2.0886], [-0.4375, -1.7439, 0.7694], [-1.0147, -0.0397, -1.0367], [-1.2949, 0.5267, 2.8284], [1.0464, -1.1958, -1.2105], [1.6336, -0.7103, 0.1415], [0.1090, 1.3427, -0.6164]],
  "mulliken_charge": [-0.427, -0.323, -0.682, 0.043, -0.527, 0.387, 0.283, 0.198, 0.378, 0.375, 0.296]
}

***

Computed relative energies in units of kcal/mol: i 41.1; ii 0.0; iii 63.9

***

--- i ---
{
  "formula": "C3H5NOS",
  "method": "ωB97M-V/def2-TZVPD",
  "lumo_ev": 0.25,
  "total_charge": 0,
  "e_homo_ha": -0.3165,
  "symbols": ["C", "C", "C", "N", "O", "S", "H", "H", "H", "H", "H"],
  "xyz": [[-1.7248, -2.1501, -0.0234], [-1.4384, -0.9437, 0.0755], [0.6853, 0.8634, -0.0336], [2.0121, 0.3292, 0.2631], [-1.9806, 1.5644, -0.6011], [-1.4708, 0.7675, 0.5581], [-1.9595, -3.1272, -0.3498], [2.7195, 0.8998, 0.6789], [0.5036, 0.5154, -1.0716], [0.6191, 1.8544, -0.1976], [2.0345, -0.5731, 0.7015]],
  "mulliken_charge": [0.124, -0.482, -0.812, -0.443, -0.521, 0.368, 0.417, 0.216, 0.396, 0.512, 0.226]
}

***

--- ii ---
{
  "formula": "C3H5NOS",
  "method": "ωB97M-V/def2-TZVPD",
  "lumo_ev": 0.91,
  "total_charge": 0,
  "e_homo_ha": -0.3121,
  "symbols": ["C", "C", "S", "C", "N", "O", "H", "H", "H", "H", "H"],
  "xyz": [[2.5921, -0.3980, 0.0579], [1.4057, 0.1976, -0.0681], [-0.1478, -0.7172, -0.1290], [-1.2823, 0.6178, -0.1047], [-2.5717, 0.4441, 0.0335], [-2.8712, -0.8885, -0.0038], [3.5247, 0.1996, 0.0108], [2.7120, -1.4536, 0.1634], [1.3197, 1.3058, 0.0113], [-0.8627, 1.6242, -0.0892], [-3.8183, -0.9316, 0.1178]],
  "mulliken_charge": [-0.638, 0.012, 0.029, 0.007, -0.383, -0.362, 0.217, 0.262, 0.171, 0.334, 0.351]
}

***

Computed relative energies in units of kcal/mol: i 55.0; ii 0.0

***

--- i ---
{
  "formula": "C3H5NOS",
  "method": "ωB97M-V/def2-TZVPD",
  "lumo_ev": [0.07, 0.07],
  "total_charge": 0,
  "e_homo_ha": [-0.3054, -0.3054],
  "symbols": ["C", "C", "C", "N", "O", "S", "H", "H", "H", "H", "H"],
  "xyz": [[-1.0779, -0.4813, -0.4082], [-1.0853, 1.0204, -0.3122], [1.0757, -0.2333, 0.2557], [0.0060, -1.0406, -0.0586], [2.3188, -0.5165, -0.1718], [0.6366, 1.5464, -0.0027], [-2.0570, -1.0329, -0.5305], [-1.6413, 1.5926, -1.0999], [-1.6410, 1.1115, 0.7500], [1.2276, -0.5853, 2.0501], [2.2378, -1.3809, -0.4719]],
  "mulliken_charge": [-0.172, -0.412, 0.083, -0.401, -0.329, -0.141, 0.320, 0.376, 0.225, 0.174, 0.277]
}

***

--- ii ---
{
  "formula": "C3H5NOS",
  "method": "ωB97M-V/def2-TZVPD",
  "lumo_ev": 0.34,
  "total_charge": 0,
  "e_homo_ha": -0.2965,
  "symbols": ["C", "N", "C", "C", "S", "O", "H", "H", "H", "H", "H"],
  "xyz": [[-0.5567, -1.1496, 0.3431], [0.7529, -0.9842, -0.2255], [1.0193, 0.7196, -0.0846], [1.2151, 1.2509, -1.2745], [0.6035, 0.1800, -2.5805], [0.8271, -1.1425, -1.5468], [-1.1288, -0.2991, 0.2675], [-1.1896, -1.9978, 0.1100], [-0.3751, -1.3330, 1.4962], [1.1008, 1.1492, 0.8903], [1.5179, 2.2611, -1.6025]],
  "mulliken_charge": [-0.730, -0.093, -0.620, 0.047, 0.051, -0.264, 0.326, 0.322, 0.253, 0.352, 0.355]
}

***

--- iii ---
{
  "formula": "C3H5NOS",
  "method": "ωB97M-V/def2-TZVPD",
  "lumo_ev": 0.81,
  "total_charge": 0,
  "e_homo_ha": -0.3434,
  "symbols": ["C", "C", "C", "N", "O", "S", "H", "H", "H", "H", "H"],
  "xyz": [[0.6091, 0.8844, 0.4223], [-0.9435, 0.6351, 0.3074], [0.7005, -0.3285, -0.4970], [-0.7537, -0.4785, -0.6336], [0.1388, -2.8944, -0.6423], [-0.0062, -1.8013, 0.2670], [0.9720, 1.7560, -0.1056], [1.1201, 0.8272, 1.4107], [-1.6068, 0.2040, 1.1080], [-1.4601, 1.5245, -0.2073], [1.2297, -0.3285, -1.4297]],
  "mulliken_charge": [-0.533, -0.298, 0.014, -0.356, -0.527, 0.406, 0.249, 0.226, 0.280, 0.222, 0.318]
}

***

Computed relative energies in units of kcal/mol: i 13.8; ii 39.6; iii 0.0

***

--- i ---
{
  "formula": "C3H5NOS",
  "method": "ωB97M-V/def2-TZVPD",
  "lumo_ev": -0.29,
  "total_charge": 0,
  "e_homo_ha": -0.3291,
  "symbols": ["C", "N", "C", "O", "C", "S", "H", "H", "H", "H", "H"],
  "xyz": [[0.9278, -0.2673, -0.8137], [-0.1183, -0.1019, 0.1584], [0.2197, 0.1001, 1.4081], [-0.6081, 0.1199, 2.2894], [-1.3758, 0.1883, -0.2728], [-2.0486, 0.1079, -1.7547], [0.8739, 0.5175, -1.6531], [1.8667, -0.0353, -0.3381], [0.9996, -1.2052, -1.3101], [1.2999, 0.1103, 1.6983], [-2.0368, 0.4656, 0.5884]],
  "mulliken_charge": [-0.935, 0.105, 0.248, -0.521, -0.184, -0.248, 0.323, 0.335, 0.296, 0.280, 0.302]
}

***

--- ii ---
{
  "formula": "C3H5NOS",
  "method": "ωB97M-V/def2-TZVPD",
  "lumo_ev": 0.69,
  "total_charge": 0,
  "e_homo_ha": -0.3491,
  "symbols": ["O", "C", "C", "C", "S", "N", "H", "H", "H", "H", "H"],
  "xyz": [[2.3980, -0.4856, -0.6896], [1.3777, -0.1626, -0.1761], [0.4019, 0.9255, -0.5507], [-0.5597, 0.2498, 0.4085], [-2.0627, -0.4399, -0.6762], [0.4484, -0.7714, 0.6130], [0.5316, 1.9278, -0.2865], [0.2582, 0.8775, -1.5653], [-0.8391, 0.6021, 1.3726], [-2.5844, -1.2687, 0.2442], [0.6302, -1.4546, 1.3061]],
  "mulliken_charge": [-0.570, 0.472, -0.841, -0.059, -0.265, -0.090, 0.302, 0.293, 0.432, 0.127, 0.199]
}

***

--- iii ---
{
  "formula": "C3H5NOS",
  "method": "ωB97M-V/def2-TZVPD",
  "lumo_ev": -0.49,
  "total_charge": 0,
  "e_homo_ha": -0.3209,
  "symbols": ["C", "C", "C", "H", "H", "H", "H", "O", "N", "S", "H"],
  "xyz": [[-0.6589, 1.3553, 0.7844], [-1.1562, 0.5921, -0.0104], [-1.7572, -0.2559, -0.9441], [0.0494, 1.8361, 1.3689], [-1.7414, 0.0887, -1.9549], [-1.1090, -1.1218, -0.6346], [-2.8255, -0.5481, -0.7350], [1.8144, -0.0663, 0.1243], [2.5416, -0.8187, 1.0039], [3.7162, -1.5270, 0.4223], [1.1267, 0.4657, 0.5751]],
  "mulliken_charge": [-0.230, -0.031, -0.973, 0.520, 0.276, 0.244, 0.289, -0.288, -0.047, -0.096, 0.336]
}

***

Computed relative energies in units of kcal/mol: i 0.0; ii 9.3; iii 105.3

***

--- i ---
{
  "formula": "C3H5NOS",
  "method": "ωB97M-V/def2-TZVPD",
  "lumo_ev": 0.61,
  "total_charge": 0,
  "e_homo_ha": -0.3323,
  "symbols": ["N", "C", "O", "C", "C", "S", "H", "H", "H", "H", "H"],
  "xyz": [[1.6794, 0.5027, -0.9036], [0.7962, -0.4473, -0.5068], [0.9481, -1.6485, -0.6091], [-0.4389, 0.0933, 0.1881], [-1.5922, -0.7801, 0.7602], [-1.9454, -0.0654, -0.9209], [1.2713, 1.3124, -1.2129], [2.4263, 0.3365, -1.5143], [-0.2879, 1.1357, 0.4355], [-1.4183, -1.8836, 0.8427], [-2.0663, -0.3969, 1.5630]],
  "mulliken_charge": [-0.439, 0.558, -0.576, -0.216, -0.707, -0.103, 0.224, 0.251, 0.395, 0.264, 0.350]
}

***

--- ii ---
{
  "formula": "C3H5NOS",
  "method": "ωB97M-V/def2-TZVPD",
  "lumo_ev": 0.10,
  "total_charge": 0,
  "e_homo_ha": -0.3480,
  "symbols": ["C", "N", "S", "C", "C", "O", "H", "H", "H", "H", "H"],
  "xyz": [[2.4934, 0.4654, 0.1938], [2.0751, -0.8229, -0.3195], [0.2917, -1.2016, 0.0689], [-0.7060, 0.1894, 0.0989], [-2.1030, -0.4323, -0.0616], [-0.3886, 1.3282, -0.1968], [3.5035, 0.4701, -0.4701], [1.8584, 1.4178, 0.8666], [-2.5438, -0.2039, 0.8565], [-2.4226, 0.3469, -0.7508], [-2.0580, -1.5571, -0.2860]],
  "mulliken_charge": [-0.224, -0.308, -0.049, 0.710, -1.096, -0.536, 0.282, 0.253, 0.306, 0.319, 0.343]
}

***

Computed relative energies in units of kcal/mol: i 0.0; ii 82.2